Entry 1:
60
Properties=species:S:1:pos:R:3 method="wB97M-V/def2-TZVPD" largest_force_ev_per_a=1.39 total_charge=+1 e_tot_ha=-1081.6968 relative_energy_kj_mol=0.00
C -3.75 1.27 0.39
H 0.06 -2.14 0.83
H 1.75 1.76 -5.73
H -1.25 2.27 -2.80
C -2.14 -3.05 -0.63
H 3.30 -3.28 1.52
C -4.65 2.16 2.59
C 3.79 1.35 0.76
H 6.43 -0.12 2.34
H -4.30 2.04 -0.14
C -3.01 0.34 -0.34
H 4.18 2.36 0.66
H -0.40 3.02 -5.03
H -3.58 1.30 -2.18
C 2.00 -0.28 0.32
H 2.13 3.15 0.03
C -0.37 1.85 -3.27
C -2.28 -0.67 0.30
H 4.69 -1.72 1.90
H 2.09 -3.22 0.22
C 1.38 0.67 -3.81
H -5.11 2.91 1.95
C 2.50 1.08 0.33
H 1.25 2.11 -1.11
N 0.44 0.90 -2.83
C -1.61 -1.76 2.54
C 5.94 0.73 1.86
H -1.50 -1.29 -1.61
C 1.59 2.20 -0.07
H 5.88 1.57 2.57
H -3.19 0.08 3.50
H 2.12 -0.11 -3.73
H -2.01 0.49 -2.25
H -0.64 -1.39 2.88
C -2.34 -0.74 1.71
H -5.45 1.64 3.14
H -1.47 -2.72 2.02
C -3.83 1.20 1.78
C 1.18 1.57 -4.84
N 0.04 2.28 -4.50
C 4.08 -0.94 1.44
H -4.04 2.67 3.34
C -3.12 0.18 2.42
C 0.77 -0.53 -0.29
H -3.15 -2.98 -1.05
C 2.83 -1.30 0.95
H 0.46 -2.55 -0.85
H -3.49 -0.48 -2.29
H 6.59 1.06 1.04
C -3.03 0.41 -1.84
H -2.21 -1.96 3.44
C 0.00 -1.78 -0.20
H 0.33 0.26 -0.88
H -1.55 -3.71 -1.28
C 4.58 0.36 1.35
H 0.70 2.26 0.57
C 2.42 -2.73 1.15
C -1.49 -1.66 -0.58
H -2.20 -3.52 0.36
H 1.66 -2.86 1.93

=====

Entry 2:
17
Properties=species:S:1:pos:R:3 method="wB97M-V/def2-TZVPD" s_squared=2.01 largest_force_ev_per_a=3.73 e_tot_ha=-1047.6534 relative_energy_kj_mol=91.93 multiplicity=3
C 3.40 0.48 -0.17
C -1.90 -2.07 0.29
H -4.61 1.30 0.89
H 3.22 -0.43 0.43
O -0.91 -0.66 -1.35
S -4.26 0.74 -0.16
H -2.77 -2.67 0.15
H 2.99 2.52 -0.78
H -1.23 -2.84 0.03
P -2.24 0.70 0.53
C 2.77 1.65 -0.10
H -1.03 1.14 -1.28
H 4.28 0.29 -0.74
C -1.67 -0.84 -0.40
H 1.85 1.77 0.64
H -1.89 -2.06 1.34
O -1.55 1.72 -0.52

=====

Entry 3:
26
Properties=species:S:1:pos:R:3 method="wB97M-V/def2-TZVPD" largest_force_ev_per_a=5.62 total_charge=+1 e_tot_ha=-590.2133 relative_energy_kj_mol=554.12
C 3.80 -1.12 -0.48
C -1.90 -0.42 1.14
C -3.90 -0.71 -0.11
H 0.49 -1.52 0.03
H 4.60 -1.74 -0.83
H -1.37 -0.44 2.08
H -1.68 1.10 -1.89
C -3.33 -0.04 -1.19
H -3.60 -1.21 2.01
C 2.50 -1.71 -0.35
H 2.59 2.03 0.21
C -1.34 0.21 0.04
H -4.97 -0.75 0.16
N 0.45 2.33 -0.44
C 2.69 0.91 0.06
N 1.46 0.36 0.05
C 1.41 -0.96 -0.16
H -3.81 0.42 -2.14
H 0.47 2.30 -1.53
N 0.39 1.16 0.23
H 4.73 0.83 -0.27
H -0.39 2.89 -0.04
C 3.84 0.23 -0.14
C -1.98 0.38 -1.14
H 2.44 -2.81 -0.36
C -3.18 -0.86 1.11

=====

Entry 4:
14
Properties=species:S:1:pos:R:3 method="wB97M-V/def2-TZVPD" s_squared=2.04 largest_force_ev_per_a=4.62 total_charge=+1 e_tot_ha=-340.8391 relative_energy_kj_mol=364.70 multiplicity=3
H -1.88 1.54 -0.06
H -1.76 0.34 -1.31
C 2.06 0.20 0.47
O -2.32 -0.66 0.54
H 2.06 -2.02 -0.02
C 1.64 -1.02 -0.02
H -3.21 -0.28 0.87
H -0.37 -1.65 -0.60
H 0.78 2.09 0.16
C -1.36 0.71 -0.48
H 3.11 0.31 0.75
C 0.94 1.06 0.32
N 0.37 -0.94 -0.39
N -0.06 0.32 -0.20

=====

Entry 5:
96
Properties=species:S:1:pos:R:3 method="wB97M-V/def2-TZVPD" largest_force_ev_per_a=9.80 total_charge=+1 e_tot_ha=-3635.4946
H 3.48 0.35 5.71
S -1.37 1.36 -1.59
H -0.91 -2.48 0.83
H -3.74 1.35 -5.88
H -1.54 -1.22 -0.42
C -0.25 2.35 1.38
N -2.62 -1.37 1.41
H -4.49 0.75 -9.70
C -1.89 -2.89 6.02
H 0.92 0.13 -3.24
H -4.21 -2.23 0.11
O 5.10 0.79 4.60
C -0.19 -1.77 3.50
H 1.79 0.88 -5.36
C 6.21 1.66 4.38
C -1.33 -1.41 0.68
H -3.26 -0.36 -5.93
C -0.29 -1.04 4.89
H 0.10 3.41 -0.36
O 1.42 4.63 2.11
F -3.22 0.58 -3.26
H 0.98 2.85 -2.37
H -2.83 -1.81 -9.64
H 2.81 2.62 6.29
H 3.08 2.54 4.54
H 2.23 -1.65 0.06
C -0.20 -0.39 1.17
C -0.98 -3.14 3.47
H -2.85 -3.39 0.52
C -1.09 -1.58 6.10
N 1.52 0.95 -3.19
H -3.17 0.40 -10.81
H 5.86 2.66 4.11
H -2.50 -3.27 6.91
Cl -1.72 3.52 1.43
H 4.78 1.07 6.63
H -0.34 -3.92 -1.55
H 1.15 -2.17 1.81
C -2.60 0.80 -7.63
H 1.73 5.20 2.86
C 4.24 1.13 5.68
C 3.56 2.47 5.51
C 0.63 -3.44 -1.20
H -4.01 -2.92 1.87
O -2.53 1.17 -0.62
C -0.71 0.93 1.92
C 7.17 1.71 5.55
C -1.81 -3.67 4.65
O -1.61 2.78 -2.11
C -3.93 -0.06 -10.17
H -4.03 -1.37 -8.44
H 1.38 -3.98 -0.50
H -2.81 -5.58 5.52
C -1.81 0.33 -3.08
H 0.85 2.30 -4.70
H 7.46 0.71 5.86
C 1.65 -1.06 -0.75
C 1.37 1.82 -2.03
C -2.64 -5.05 4.52
H 6.74 1.27 3.51
H 1.68 0.56 0.64
H -2.18 -5.72 3.72
H -3.68 -4.75 4.13
H 2.50 -0.58 -1.37
C -3.60 0.48 -6.53
H 0.65 -1.91 -2.75
H 1.52 -0.56 2.71
F -1.25 0.81 -4.31
H -3.15 -0.51 1.22
H -0.98 -3.77 2.51
N 0.40 2.51 0.08
H 4.28 3.30 5.58
H -0.36 0.88 3.02
O -2.24 -0.33 -8.41
H 0.28 -0.05 5.05
C 0.91 -2.10 -1.66
H -4.63 -0.63 -10.79
C -3.29 -0.96 -9.13
H 2.42 1.99 -1.56
H 6.72 2.20 6.42
H -1.10 -0.98 7.06
H -1.68 1.17 -7.17
H -1.86 0.99 2.01
P 0.97 3.09 2.69
C 0.83 0.09 -0.02
C -3.47 -2.53 0.93
F -1.73 -1.06 -2.94
C 0.30 1.33 -0.89
H 8.07 2.28 5.28
H 2.67 2.34 -4.47
C 1.77 1.63 -4.48
H -2.97 1.61 -8.27
H 1.43 2.64 0.23
H -4.58 0.22 -6.95
Cl 0.00 3.30 4.56
C 0.68 -1.22 2.27

=====

Entry 6:
56
Properties=species:S:1:pos:R:3 method="wB97M-V/def2-TZVPD" largest_force_ev_per_a=0.47 total_charge=+3 e_tot_ha=-3672.4481 relative_energy_kj_mol=81.58
N 0.66 -1.37 -1.16
H 1.58 -4.46 -2.05
C -0.36 2.99 -0.37
H 0.47 -2.34 -3.02
H 3.02 -2.80 2.06
H -3.53 4.04 -3.17
N 2.01 -3.16 -0.48
H -0.82 -3.43 -0.44
C 1.11 -4.15 -1.11
H -0.10 0.55 3.87
C -3.66 3.55 -2.21
C -0.28 -3.59 -1.37
O -1.84 1.60 -1.60
H -1.05 -1.75 -2.29
H -1.39 5.25 -0.31
H 3.07 -4.68 0.45
Os -0.39 0.17 -1.33
H 4.01 -3.72 -0.70
C -0.07 -2.25 -2.07
C 3.86 -1.34 0.70
C -1.17 0.27 1.43
H -2.48 -1.89 3.20
C -1.19 0.52 3.84
H -0.17 2.14 1.96
H -3.59 -0.51 3.26
H -0.52 3.55 0.55
C -1.63 2.78 -1.16
H 4.69 -3.10 1.60
H -1.61 1.51 3.99
C 3.27 -3.67 0.10
H -3.11 5.56 -0.57
C -2.81 -1.00 2.68
H -1.52 -0.12 4.65
H 0.92 0.78 1.65
N -1.67 -0.06 2.58
N 2.59 -0.96 0.03
C -0.02 1.25 1.35
C 3.73 -2.75 1.22
N -2.45 3.76 -1.40
Se 0.78 1.12 -3.21
H -1.97 5.74 -1.91
H -3.83 2.49 -2.35
C 2.19 1.66 -2.13
C -2.21 5.16 -1.02
H -3.18 -1.24 1.69
C 1.78 -1.86 -0.52
N 2.96 1.99 -1.34
H 4.04 -0.62 1.49
H 1.07 -5.02 -0.46
H 2.49 0.00 -0.26
H 0.43 3.47 -0.96
H -4.50 4.00 -1.69
O -1.60 -0.21 0.33
H 4.67 -1.26 -0.03
O 0.16 1.67 -0.03
H -0.85 -4.28 -1.99

=====

Entry 7:
18
Properties=species:S:1:pos:R:3 method="wB97M-V/def2-TZVPD" largest_force_ev_per_a=1.96 e_tot_ha=-397.3711 relative_energy_kj_mol=516.72
H 2.03 -1.85 -0.69
H -2.49 0.26 -1.84
N -1.30 -0.65 -0.71
H -1.93 -0.83 1.12
H 0.79 0.32 0.03
C 2.18 -1.64 0.38
O -2.51 0.00 -0.90
H 0.00 -1.16 0.81
H -1.31 2.55 -0.44
O 1.21 -0.77 0.90
N 0.08 0.97 -0.60
H -0.95 1.67 1.06
H 3.18 -1.21 0.50
H 0.22 2.83 0.42
N -1.24 -1.18 0.45
H 2.17 -2.61 0.90
H 0.37 1.23 -1.53
C -0.51 2.07 0.13

=====

Entry 8:
15
Properties=species:S:1:pos:R:3 method="wB97M-V/def2-TZVPD" largest_force_ev_per_a=4.72 e_tot_ha=-433.0988 relative_energy_kj_mol=587.94
H 1.70 1.94 1.60
H 1.58 -1.82 -1.59
N 0.47 -0.24 -2.03
O 0.67 0.19 0.98
C 0.58 1.54 1.52
C 0.62 -1.39 -1.41
H -1.66 -2.02 0.78
H -1.00 0.23 -0.84
H 0.20 1.52 2.62
N -0.53 -0.43 1.27
N -0.74 0.30 -1.85
C -0.83 -1.39 0.48
H -0.20 2.23 1.01
O -0.22 -1.99 -0.57
H -0.63 1.35 -1.98

=====

Entry 9:
52
Properties=species:S:1:pos:R:3 method="wB97M-V/def2-TZVPD" largest_force_ev_per_a=1.62 smiles="CCc1nnc(NC(=O)c2ccc(S(=O)(=O)N(CCOC)CCOC)cc2)o1" e_tot_ha=-1730.8014 relative_energy_kj_mol=0.00
H -1.49 5.07 0.49
C 2.85 -3.22 3.02
C 2.05 -0.23 0.15
H 3.68 -7.02 3.33
H -2.76 2.91 -0.10
C 3.25 -5.06 3.95
C -0.05 -1.30 -0.36
H -0.75 4.95 -1.13
C 0.43 0.86 -1.23
H 3.93 -7.96 5.63
H -2.13 2.65 -3.75
O 1.10 -3.63 0.83
H 2.31 1.72 -0.74
O -2.79 5.26 -1.09
C 1.53 -2.53 1.08
H 2.18 -6.85 4.24
H -1.01 2.76 0.16
H 4.99 -6.56 5.42
H 2.66 -1.34 2.37
O -0.02 1.89 -3.62
N 2.38 -2.29 2.14
S -0.03 2.28 -2.24
O 2.59 -4.53 2.88
N 3.83 -4.15 4.65
C 1.67 0.86 -0.61
H -3.40 0.20 -4.91
H -3.65 6.99 -1.66
O -3.12 0.25 -2.85
O 0.82 3.37 -1.85
C -2.64 -0.05 -4.15
H -2.57 7.14 -0.24
H -2.46 -1.12 -4.16
H -1.39 -0.18 -1.62
H -4.13 1.53 -1.71
N 3.58 -2.96 4.05
C -2.71 6.66 -1.22
H -4.44 1.72 -3.45
C 1.19 -1.31 0.29
C 3.22 -6.52 4.19
C 3.96 -6.89 5.47
C -3.66 1.54 -2.70
H -3.14 3.63 -2.66
C -0.43 -0.21 -1.12
H -0.69 -2.16 -0.26
H -1.71 0.48 -4.37
N -1.60 2.53 -1.78
C -1.78 3.17 -0.50
C -2.63 2.67 -2.78
H 3.03 -0.23 0.61
C -1.63 4.69 -0.54
H -1.87 6.95 -1.87
H 3.49 -6.40 6.33

=====

Entry 10:
16
Properties=species:S:1:pos:R:3 method="wB97M-V/def2-TZVPD" s_squared=0.75 largest_force_ev_per_a=1.71 total_charge=+1 e_tot_ha=-159.1530 relative_energy_kj_mol=44.22 multiplicity=2
H 0.62 -1.17 -0.14
H -2.13 -0.74 1.02
C 1.47 -0.62 -0.75
C -1.06 1.14 1.64
H -0.94 -0.25 -0.05
H 0.93 0.86 -2.20
C -1.14 -0.24 1.03
H -0.22 -0.34 -2.07
H -0.21 1.70 1.24
C 0.88 -0.25 -2.04
H -2.00 1.70 1.46
H 2.40 -1.20 -0.77
H 1.72 0.05 0.10
H -0.99 1.07 2.72
H -0.64 -0.95 1.68
H 1.32 -0.77 -2.88

=====

Entry 11:
118
Properties=species:S:1:pos:R:3 method="wB97M-V/def2-TZVPD" largest_force_ev_per_a=3.65 total_charge=-1 e_tot_ha=-34793.1051 relative_energy_kj_mol=0.00
Cl 7.74 -9.77 1.79
H -1.71 3.78 3.29
Cl 9.47 -8.20 0.09
Cl -3.00 0.60 2.83
Ga -2.45 4.37 -0.36
Cl -9.72 9.30 -0.23
C -0.25 -3.31 -3.64
C 0.76 4.19 2.35
Cl 0.95 -3.45 4.79
Cl -7.36 0.71 5.73
C 4.83 -5.27 -0.72
Cl -7.05 -1.19 3.58
Cl 3.12 -1.84 3.83
C -1.37 0.55 3.48
Cl -8.21 -2.83 -8.16
H 0.63 3.25 1.79
Cl 2.64 -2.06 6.66
Cl -7.08 6.04 -4.49
C -4.28 -5.39 6.79
Cl 5.06 -10.63 -1.09
C -6.53 -0.76 5.21
C 0.79 2.59 -1.99
Cl 3.85 -0.38 -6.36
C 2.28 2.40 -1.63
Cl 4.86 -5.24 1.06
C -1.78 4.40 2.37
C 2.99 1.16 -6.49
Cl 5.59 -6.74 -1.31
Cl -5.24 3.28 -4.54
Cl 3.08 2.01 -4.95
O -2.04 3.53 1.30
H 1.65 4.68 1.93
Cl -5.94 -5.94 7.05
C -0.08 2.01 -0.88
Cl 3.00 -11.04 -3.07
H -0.37 5.83 3.09
H -2.01 1.15 -0.52
Cl 0.67 -1.92 -4.22
Cl -0.29 -3.30 -1.87
Cl 3.67 -4.32 5.19
C -8.04 9.72 -0.56
H 1.11 4.66 4.47
Cl 7.27 -0.37 -8.87
C -2.33 2.88 -1.78
H -2.59 5.12 2.52
Cl -3.36 -5.57 8.29
Cl 9.68 -7.98 2.96
C 2.60 -2.92 5.12
C 8.56 -8.21 1.61
Cl -0.86 -1.14 3.69
Cl -9.45 5.43 -6.02
C -0.44 5.13 2.25
Cl -7.95 11.41 -1.08
Cl 1.21 -5.48 1.81
F 2.56 2.82 -0.41
Cl 3.17 -8.54 -1.65
F 3.10 3.02 -2.50
Cl 9.64 -0.03 -7.25
C -8.84 5.85 -4.42
F 0.59 3.94 -2.02
F 2.57 1.09 -1.67
Cl -5.54 -3.93 -8.06
Cl -7.15 -3.82 -5.66
H 2.14 3.30 3.77
Cl -2.76 1.93 -5.09
Cl 2.31 -10.92 -0.27
Cl -0.57 -3.32 1.21
C -1.50 1.67 -1.33
H 0.39 1.12 -0.45
Cl -9.56 7.37 -3.89
Cl -1.89 -3.24 -4.27
Cl -4.78 -0.48 5.21
Cl 8.60 -1.87 6.84
Cl -1.58 -5.65 2.57
Cl 7.13 1.12 -6.41
Cl 5.70 -3.86 -1.34
F 0.51 2.07 -3.20
Cl -6.10 -1.39 -6.81
Cl -7.07 9.50 0.90
H -1.41 0.94 -2.14
Cl 1.30 0.86 -6.90
H 0.43 3.04 4.11
Cl -4.93 0.49 -3.88
Cl 0.54 -4.81 -4.19
H -3.94 5.01 -0.34
Cl -5.10 1.29 -6.65
C 7.68 -0.38 6.65
H -3.35 2.52 -1.93
Cl -9.24 4.57 -3.28
Cl -1.33 1.38 5.04
Cl 5.98 -0.77 6.39
C 1.13 3.81 3.79
Cl 3.74 2.14 -7.76
Cl -7.42 8.69 -1.85
C -0.44 -5.07 1.34
Cl 3.71 3.36 2.97
Cl 7.37 -6.91 1.59
Cl -0.80 -5.84 -0.20
C 3.38 -10.28 -1.52
Cl 4.68 5.06 5.08
Cl -4.29 -3.70 6.30
Cl 4.67 2.19 5.41
Cl 7.84 0.61 8.11
Cl 7.50 -1.74 -6.34
H -0.38 5.72 1.34
Cl 3.16 -5.21 -1.29
Cl -0.24 1.31 2.34
H -1.38 5.50 -0.78
H -0.10 2.77 -0.09
C 4.90 3.51 4.26
H -1.99 3.25 -2.74
C -4.50 1.75 -5.04
Cl 6.54 3.44 3.58
C 7.88 -0.25 -7.21
Cl 8.29 0.52 5.26
Cl -6.91 -2.09 6.31
Cl -3.53 -6.38 5.53
C -6.75 -2.99 -7.17